C40H36N5O2 | the ωB97M-V functional and the def2-TZVPD basis

XYZ file:
```
83
Properties=species:S:1:pos:R:3:forces:R:3
C -4.862707 -6.210035 -2.581584 -0.3 -0.4 -0.1
N -4.297596 -5.242875 -1.651118 -0.5 0.1 1.2
C -4.847567 -4.854751 -0.461714 0.8 1.2 -0.4
C -3.967897 -3.924259 0.179356 0.2 -0.1 -0.9
C -4.093596 -3.223116 1.406538 -1.0 -1.8 1.1
C -3.237011 -3.364726 2.537209 0.4 0.6 -0.1
C -1.937214 -3.939220 2.440835 0.3 0.0 0.2
C -1.049690 -3.875162 3.505303 -0.3 -0.1 -0.5
C -1.426230 -3.282781 4.723090 -0.1 0.2 -0.1
C -0.392721 -3.003184 5.779612 -0.1 0.0 0.2
C -2.784772 -2.953401 4.911787 -0.2 0.0 -0.2
C -3.665203 -2.962224 3.843319 0.1 0.3 -0.4
C -2.848705 -3.752500 -0.734407 0.1 -1.0 -0.4
C -1.730951 -2.934280 -0.728445 0.5 0.2 -0.4
C -0.960193 -2.858181 -1.894979 -0.1 0.1 0.4
C -1.299723 -3.563097 -3.059786 -0.5 -0.7 0.2
C -2.353241 -4.487717 -3.036146 0.4 0.5 -0.2
C -3.095607 -4.561986 -1.866052 -0.5 0.4 0.3
H -4.365445 -6.077964 -3.548278 -0.3 -0.1 0.3
H -4.717699 -7.254612 -2.255017 0.1 0.5 0.0
H -5.943578 -6.047226 -2.689978 0.4 0.1 0.0
H -5.795056 -5.247747 -0.096601 0.3 0.0 -0.2
H -5.057307 -2.728378 1.583778 0.2 -0.3 0.2
H -1.635511 -4.417496 1.508956 0.0 0.2 0.2
H -0.043336 -4.283075 3.387663 -0.3 0.2 0.0
H -0.839419 -2.507042 6.652222 0.1 -0.3 -0.2
H 0.095354 -3.941599 6.083154 -0.1 0.3 0.0
H 0.401664 -2.331402 5.413383 -0.3 -0.3 -0.1
H -3.150216 -2.668828 5.901860 0.2 0.0 -0.4
H -4.710361 -2.670006 3.972956 0.4 0.1 0.0
H -1.493704 -2.385745 0.182710 0.2 0.2 -0.4
H -0.055487 -2.258836 -1.891949 -0.2 -0.1 0.0
H -0.737927 -3.402459 -3.979355 0.0 -0.2 0.3
H -2.629193 -5.092606 -3.898567 0.2 0.3 0.1
O -1.579418 4.056357 1.669142 0.9 0.6 0.1
C -0.497700 4.623570 1.636781 0.0 -0.6 -0.2
C -0.260404 6.046844 2.030024 -1.0 0.0 0.1
C 0.068333 6.294230 3.363328 0.5 0.3 -0.4
C 0.503949 7.575630 3.700852 -0.3 0.1 0.0
C 0.499022 8.592609 2.737134 0.2 -0.1 -0.1
C 0.067658 8.337423 1.427860 -0.3 0.0 0.2
C -0.389355 7.064951 1.079977 0.7 0.0 0.4
N 0.695284 3.985451 1.248587 -1.0 0.1 0.9
C 1.867545 4.777291 0.908041 0.4 0.8 -0.1
C 3.048524 3.914125 0.506847 -0.4 -0.3 0.1
N 2.608357 2.983522 -0.506831 0.5 0.5 -0.3
C 3.668661 2.307661 -1.223614 -0.5 -0.1 0.2
C 3.009196 1.637455 -2.417490 0.0 0.1 -0.4
N 1.988556 0.682390 -1.961112 0.1 -0.9 -0.5
C 2.202483 -0.693346 -2.057011 0.0 -0.3 0.7
O 1.828427 -1.489893 -1.198074 0.4 0.5 -1.0
C 2.941751 -1.073491 -3.290170 -0.3 -0.5 -0.1
C 4.020525 -1.961406 -3.200099 0.1 0.6 -0.3
C 4.862671 -2.077300 -4.308418 -0.2 -0.1 -0.3
C 4.550122 -1.407116 -5.501412 -0.1 0.1 0.0
C 3.385966 -0.630044 -5.611579 -0.1 -0.4 0.2
C 2.549552 -0.495151 -4.504733 0.6 0.1 0.0
C 1.111042 1.123074 -0.965306 -0.4 0.3 0.9
C -0.011940 0.382779 -0.539923 0.5 0.5 0.2
N -0.539539 0.554843 0.669623 -0.7 0.9 -0.5
C -0.280813 1.709632 1.319246 0.7 0.0 -0.6
C 0.616822 2.664517 0.802184 -0.8 -0.8 -0.2
C 1.437757 2.292066 -0.275046 0.2 -0.9 0.7
H 0.027970 5.477403 4.090377 0.2 0.3 -0.2
H 0.833175 7.778822 4.720272 -0.2 0.1 -0.3
H 0.832967 9.598757 3.007431 -0.1 -0.4 -0.1
H 0.075364 9.130093 0.676806 -0.1 -0.2 0.3
H -0.781519 6.835748 0.083331 0.3 0.1 0.3
H 1.612243 5.465606 0.089120 0.2 -0.2 0.1
H 2.153413 5.377644 1.774088 0.0 0.1 -0.1
H 3.855331 4.517450 0.061814 -0.3 0.0 0.4
H 3.448267 3.388140 1.395941 -0.1 0.1 -0.2
H 4.412033 3.067810 -1.521943 -0.3 -0.4 -0.1
H 4.173863 1.536866 -0.593637 -0.2 0.4 -0.3
H 2.507310 2.382140 -3.055547 0.4 -0.1 0.2
H 3.786592 1.128606 -2.987330 -0.3 0.0 -0.1
H 4.220140 -2.479332 -2.257813 0.0 0.3 -0.3
H 5.760112 -2.697392 -4.250310 -0.3 0.2 -0.1
H 5.202894 -1.497247 -6.372903 -0.1 0.0 0.4
H 3.117663 -0.128339 -6.544375 0.2 -0.3 0.2
H 1.633146 0.102025 -4.548777 0.4 -0.1 0.0
H -0.495907 -0.340611 -1.195340 0.5 -0.1 0.3
H -0.820247 1.885656 2.250236 0.3 -0.1 -0.4
```
Forces are in eV/Å.

Computed properties:
Kohn-Sham gap = 4.606 eV
Spin multiplicity = 1
Maximum force = 2.4 eV Å⁻¹
HOMO level = -0.350 hartree
Net charge = +1


C5H8O2 | the ωB97M-V functional and the def2-TZVPD basis

XYZ file:
```
15
Properties=species:S:1:pos:R:3:forces:R:3
C -1.250129 -0.072888 0.457745 -0.1 0.1 0.0
C -0.905447 0.184552 -0.965618 -0.3 -0.4 0.1
O -0.086940 1.131917 -1.303379 0.0 0.2 -0.5
C 0.714397 1.828923 -0.538455 0.2 0.3 0.3
C 1.509945 -1.260412 -0.041114 0.5 0.3 -0.5
O 0.645359 -1.643248 0.850297 0.1 -0.6 0.4
C -0.514341 -1.169523 1.185118 -0.6 0.3 0.2
H -1.203663 0.894823 0.995300 0.1 -0.1 0.0
H -2.308244 -0.364121 0.477053 0.1 0.0 0.0
H -1.402319 -0.266319 -1.812038 0.0 0.0 0.1
H 0.674146 1.721320 0.537103 0.0 0.0 -0.1
H 1.240760 2.619035 -1.049986 -0.1 -0.1 0.1
H 1.439855 -0.282162 -0.497877 0.1 -0.1 0.1
H 2.408887 -1.856421 -0.066060 -0.1 0.0 0.0
H -0.993132 -1.761214 1.952985 0.0 0.1 -0.1
```
Forces are in eV/Å.

Computed properties:
Kohn-Sham gap (spin up / spin down) = 7.759 / 7.822 eV
Spin multiplicity = 1
Maximum force = 0.8 eV Å⁻¹
HOMO level (spin up / spin down) = -0.257 / -0.259 hartree
ΔE to the lowest compared entry with this formula, charge and spin = 7.246 eV
Net charge = 0